9
Properties=species:S:1:pos:R:3:lowdin_charge:R:1 method="wB97M-V/def2-TZVPD" fmax_ev_per_a=2.26 charge=+1 homo_ev="-13.474 / -15.320"
Tl -1.44 0.96 -2.22 0.981
N -1.02 0.37 0.19 0.048
C -1.03 0.13 1.33 -0.242
N -0.99 0.01 2.59 0.214
C -1.15 -0.77 3.57 -0.215
N -1.30 -1.46 4.51 0.283
O 3.00 -0.17 -4.11 0.189
N 2.49 0.32 -3.17 -0.180
O 1.44 0.60 -2.68 -0.080

10
Properties=species:S:1:pos:R:3:lowdin_charge:R:1 method="wB97M-V/def2-TZVPD" fmax_ev_per_a=2.75 charge=-2 homo_ev=-0.140 relative_energy_ev=0.814
C -0.30 0.97 0.12 -0.553
C -2.43 -0.42 -0.03 -0.741
N -1.42 0.68 0.50 0.135
N 1.77 -0.37 -0.25 -0.162
N 0.66 -0.54 -0.58 0.120
N 2.79 -0.48 0.34 -0.184
O -2.91 -0.20 -1.16 -0.096
O 0.54 1.86 0.04 -0.077
O -2.72 -1.25 0.88 -0.133
O 4.03 -0.24 0.13 -0.308

12
Properties=species:S:1:pos:R:3:lowdin_charge:R:1 method="wB97M-V/def2-TZVPD" fmax_ev_per_a=4.61 charge=0 homo_ev=-12.701 smiles="N#CC([N+](=O)[O-])([N+](=O)[O-])[N+](=O)[O-]"
N 1.96 0.02 1.87 0.252
C 1.13 -0.16 1.12 -0.099
C 0.03 -0.08 0.09 -0.132
N 0.70 0.82 -0.96 -0.282
O 0.95 0.33 -2.07 0.135
O 0.96 1.99 -0.68 0.135
N -0.36 -1.41 -0.53 -0.295
O -1.23 -1.36 -1.41 0.130
O 0.15 -2.46 -0.18 0.150
N -1.17 0.56 0.77 -0.299
O -1.71 1.37 0.04 0.149
O -1.41 0.39 1.95 0.157

18
Properties=species:S:1:pos:R:3:lowdin_charge:R:1 method="wB97M-V/def2-TZVPD" fmax_ev_per_a=3.74 charge=+6 homo_ev=-23.868
Na -1.78 -2.17 -2.70 0.756
Na 3.13 0.96 -1.95 0.827
Na 1.50 -0.82 -4.33 0.824
Na 1.97 -0.57 1.28 0.740
Na 0.57 -4.70 -0.81 0.893
Na -2.60 0.37 -1.04 0.721
Na -0.25 2.02 -3.25 0.772
Na 0.52 2.30 0.39 0.662
Na -2.09 0.42 1.80 0.671
Na -1.38 -2.61 1.19 0.783
C 0.15 -0.80 -0.84 -0.881
O -0.21 -0.03 0.13 -0.159
O 0.50 -0.48 -2.07 -0.156
O -0.12 -2.10 -0.68 -0.200
C 0.03 2.05 3.25 -0.852
O 0.51 3.13 3.59 0.384
O 0.74 1.22 2.58 0.017
O -1.19 1.82 3.47 0.199

4
Properties=species:S:1:pos:R:3:lowdin_charge:R:1 method="wB97M-V/def2-TZVPD" fmax_ev_per_a=4.08 charge=0 homo_ev=-10.247 smiles="o1c2oc1=2" relative_energy_ev=5.426
O 1.00 0.00 -0.15 0.030
C 0.00 -0.85 0.15 -0.030
O -1.00 0.00 -0.15 0.030
C 0.00 0.85 0.15 -0.030

5
Properties=species:S:1:pos:R:3:lowdin_charge:R:1 method="wB97M-V/def2-TZVPD" fmax_ev_per_a=3.05 charge=0 homo_ev=-10.735 relative_energy_ev=0.083
C 1.92 0.31 0.51 -0.014
C -1.20 -0.72 -0.29 -0.908
O 1.69 1.39 0.30 0.013
O -0.82 -1.66 -0.79 0.133
S -1.59 0.68 0.26 0.776

6
Properties=species:S:1:pos:R:3:lowdin_charge:R:1 method="wB97M-V/def2-TZVPD" fmax_ev_per_a=2.76 charge=0 homo_ev="-9.288 / -9.675" relative_energy_ev=4.979
C 1.23 0.26 0.01 -0.213
C 0.17 -0.61 -0.01 -0.632
O 1.96 1.14 0.02 0.222
O -0.19 -1.74 0.02 0.103
O -2.22 0.08 0.03 -0.513
S -0.96 0.87 -0.06 1.033

7
Properties=species:S:1:pos:R:3:lowdin_charge:R:1 method="wB97M-V/def2-TZVPD" fmax_ev_per_a=3.09 charge=0 homo_ev="-6.304 / -6.305" relative_energy_ev=0.000
O 2.04 0.02 0.11 0.030
C 2.91 0.78 0.29 -0.364
O 3.78 1.51 0.43 0.280
Yb -0.25 -0.78 -0.19 1.252
O -2.31 -1.55 -0.25 -0.365
C -2.52 -0.23 -0.24 -0.734
O -3.65 0.25 -0.15 -0.098

5
Properties=species:S:1:pos:R:3:lowdin_charge:R:1 method="wB97M-V/def2-TZVPD" fmax_ev_per_a=1.65 charge=0 homo_ev="-7.926 / -7.928" relative_energy_ev=4.792
C -0.24 -1.12 0.03 -0.906
C 0.53 1.04 -0.27 -0.780
S 1.36 -0.48 -0.80 0.536
S -0.40 0.18 1.45 0.564
S -1.25 0.37 -0.41 0.587

160
Properties=species:S:1:pos:R:3:lowdin_charge:R:1 method="wB97M-V/def2-TZVPD" fmax_ev_per_a=3.08 charge=0 homo_ev=-9.816 relative_energy_ev=0.000
O -1.54 -0.43 0.55 -0.335
V -0.23 -0.68 -0.39 0.892
O 0.82 0.43 -0.13 -0.311
C 0.41 -4.15 -2.63 0.039
C -0.13 -3.03 -1.74 -0.657
O -1.21 -3.03 -1.11 -0.012
O 0.64 -2.04 -1.66 -0.136
H 1.20 -4.62 -2.03 0.076
H 0.81 -3.72 -3.55 0.067
H -0.35 -4.89 -2.92 0.088
O 0.11 0.23 -4.52 -0.040
H -0.07 0.80 -5.27 0.062
H 0.96 -0.18 -4.80 0.037
O 3.54 -1.85 -1.15 -0.068
H 3.65 -2.14 -0.23 -0.011
H 2.57 -1.91 -1.33 0.009
O -1.06 0.02 -2.10 -0.108
H -1.80 0.68 -1.91 0.023
H -0.74 0.29 -2.99 0.058
O -3.71 -4.34 -1.69 -0.087
H -3.77 -5.18 -1.23 0.035
H -2.92 -3.91 -1.30 0.003
O 0.59 -2.04 0.95 -0.079
H 0.17 -1.83 1.80 0.060
H 1.58 -1.99 1.15 0.097
O 2.49 -0.43 4.90 -0.046
H 3.13 -0.82 4.29 0.004
H 2.08 -1.16 5.37 0.027
C 1.62 3.66 2.45 -0.063
C 1.28 4.16 3.84 -0.506
C 2.45 3.82 4.83 -0.037
O 1.06 5.55 3.90 -0.045
H 1.76 2.57 2.45 0.073
H 2.57 4.10 2.19 0.084
H 0.90 4.03 1.72 0.075
H 0.35 3.60 4.12 0.113
H 2.27 4.17 5.87 0.081
H 3.31 4.35 4.44 0.075
H 2.60 2.72 4.80 0.077
H 0.52 5.84 3.15 0.096
C 2.71 -4.43 3.18 -0.030
C 3.31 -4.21 1.74 -0.387
C 2.41 -4.79 0.68 -0.052
O 3.31 -2.76 1.49 -0.137
H 3.42 -4.14 3.98 0.082
H 2.48 -5.50 3.24 0.070
H 1.73 -3.94 3.29 0.074
H 4.32 -4.57 1.66 0.132
H 2.92 -4.79 -0.29 0.082
H 1.47 -4.27 0.52 0.063
H 2.27 -5.84 0.94 0.084
H 3.87 -2.26 2.13 0.057
C 6.57 -0.55 1.56 -0.052
C 5.46 -0.05 2.38 -0.433
C 4.32 0.56 1.60 -0.025
O 4.90 -1.19 3.14 -0.105
H 6.92 0.19 0.87 0.080
H 6.16 -1.41 1.01 0.103
H 7.41 -0.86 2.14 0.076
H 5.85 0.66 3.15 0.153
H 3.85 -0.23 1.00 0.075
H 4.67 1.35 0.94 0.084
H 3.56 0.99 2.24 0.070
H 5.46 -1.58 3.82 0.114
C -4.27 -2.28 1.64 -0.027
C -4.58 -0.86 2.29 -0.516
C -4.90 0.17 1.24 -0.051
O -5.56 -1.05 3.24 -0.034
H -4.05 -3.04 2.39 0.059
H -3.46 -2.12 0.92 0.060
H -5.19 -2.61 1.16 0.078
H -3.68 -0.58 2.81 0.105
H -5.82 -0.22 0.75 0.093
H -4.03 0.28 0.59 0.060
H -5.16 1.13 1.65 0.054
H -5.70 -0.28 3.80 0.099
C -3.93 3.55 2.68 -0.059
C -3.64 5.06 2.62 -0.501
C -3.77 5.59 1.18 -0.049
O -4.36 5.90 3.50 -0.042
H -3.06 3.09 2.21 0.070
H -4.83 3.39 2.08 0.063
H -4.11 3.23 3.72 0.088
H -2.55 5.10 2.80 0.121
H -4.63 5.22 0.60 0.074
H -2.89 5.28 0.60 0.069
H -3.75 6.67 1.28 0.080
H -4.30 5.68 4.45 0.102
C 3.37 3.54 -4.05 -0.046
C 2.80 2.32 -4.72 -0.525
C 2.04 2.67 -5.98 -0.051
O 3.93 1.53 -5.04 -0.050
H 2.57 4.25 -3.83 0.081
H 3.95 4.06 -4.79 0.085
H 3.94 3.27 -3.17 0.068
H 2.14 1.77 -4.03 0.117
H 2.58 3.29 -6.67 0.078
H 1.16 3.22 -5.65 0.089
H 1.77 1.74 -6.51 0.078
H 3.60 0.68 -5.35 0.049
C -0.82 1.09 3.05 -0.087
O -0.36 0.59 4.33 -0.132
H -1.68 0.49 2.80 0.056
H -1.03 2.17 3.15 0.072
H -0.11 0.99 2.25 0.055
H -0.11 1.36 4.81 0.069
C -6.44 1.94 -1.72 -0.104
O -5.40 1.54 -2.61 -0.127
H -6.22 2.89 -1.25 0.076
H -7.45 1.99 -2.16 0.087
H -6.50 1.23 -0.91 0.057
H -5.43 0.58 -2.78 0.032
C -2.72 2.90 -1.24 -0.088
O -3.00 1.55 -1.60 -0.158
H -1.76 2.92 -0.68 0.088
H -2.66 3.58 -2.08 0.093
H -3.42 3.33 -0.55 0.049
H -3.94 1.54 -1.91 0.040
C 2.90 -1.64 -4.33 -0.092
O 2.62 -0.96 -5.57 -0.148
H 3.39 -0.88 -3.71 0.072
H 2.00 -1.92 -3.74 0.060
H 3.55 -2.51 -4.35 0.092
H 2.41 -1.51 -6.34 0.113
C -1.71 -5.09 1.66 -0.120
O -1.95 -6.23 0.79 -0.123
H -1.89 -5.30 2.71 0.073
H -0.70 -4.72 1.66 0.053
H -2.43 -4.37 1.29 0.055
H -1.23 -6.85 0.88 0.066
C -2.21 -2.82 -4.73 -0.146
O -1.38 -3.49 -5.70 -0.128
H -1.72 -1.89 -4.41 0.070
H -3.21 -2.64 -5.10 0.084
H -2.25 -3.50 -3.87 0.062
H -1.82 -4.31 -5.87 0.065
C 5.31 0.89 -2.01 -0.156
O 6.07 2.05 -2.36 -0.125
H 5.37 0.75 -0.92 0.043
H 4.24 0.89 -2.23 0.063
H 5.75 0.02 -2.52 0.087
H 5.82 2.23 -3.28 0.049
C -1.43 -2.31 4.50 -0.151
O -0.25 -1.82 3.93 -0.158
H -1.99 -2.84 3.72 0.067
H -1.18 -2.97 5.34 0.078
H -2.12 -1.54 4.88 0.084
H 0.02 -1.02 4.43 0.034
C -4.23 -1.31 -2.41 -0.114
O -5.58 -1.11 -2.86 -0.109
H -4.03 -0.88 -1.42 0.076
H -3.96 -2.36 -2.42 0.055
H -3.58 -0.77 -3.11 0.088
H -6.08 -1.78 -2.38 0.101
C 1.26 3.01 -0.93 -0.176
O 0.78 4.35 -1.07 -0.132
H 2.24 3.00 -0.50 0.078
H 0.59 2.54 -0.26 0.021
H 1.24 2.36 -1.83 0.075
H 1.52 4.89 -1.43 0.082

75
Properties=species:S:1:pos:R:3:lowdin_charge:R:1 method="wB97M-V/def2-TZVPD" fmax_ev_per_a=0.14 charge=-2 homo_ev=-2.062 relative_energy_ev=0.000
Bi 2.45 1.63 0.27 1.256
O 6.59 0.41 0.90 0.038
C 5.49 0.72 0.45 -0.606
O 4.56 1.34 1.08 -0.305
C 5.17 0.33 -0.99 -0.186
C 6.08 -0.34 -1.79 0.003
C 5.68 -0.68 -3.07 -0.053
C 4.40 -0.37 -3.50 0.001
C 3.55 0.30 -2.63 -0.174
N 3.96 0.64 -1.42 0.017
C 2.10 0.65 -2.99 -0.631
O 1.74 0.36 -4.14 0.019
O 1.43 1.17 -2.06 -0.198
H 7.05 -0.57 -1.39 0.111
H 6.36 -1.21 -3.73 0.098
H 4.02 -0.62 -4.49 0.110
Se 3.07 3.90 -1.14 -0.238
Te 3.10 5.83 0.48 0.025
Te 4.05 4.53 2.63 0.037
Se 2.09 2.98 2.81 -0.339
C 2.66 -1.01 3.23 -0.051
N 2.08 -2.07 2.43 -0.134
C 1.51 -3.17 3.16 -0.071
C 2.09 -1.96 1.07 -0.545
O 2.86 -1.17 0.50 -0.061
N 1.29 -2.81 0.33 -0.121
C 1.51 -2.72 -1.11 -0.047
C -0.10 -3.05 0.70 -0.096
H 3.26 -1.44 4.03 0.085
H 1.88 -0.38 3.66 0.065
H 3.31 -0.39 2.62 0.062
H 2.19 -3.45 3.96 0.081
H 1.38 -4.04 2.51 0.079
H 0.54 -2.92 3.61 0.089
H 2.57 -2.77 -1.33 0.087
H 1.12 -1.79 -1.52 0.085
H 1.00 -3.56 -1.58 0.089
H -0.30 -4.11 0.86 0.083
H -0.75 -2.68 -0.10 0.068
H -0.37 -2.48 1.59 0.035
F -1.44 -1.23 -1.87 0.069
C -1.47 0.05 -2.30 -0.237
C -1.77 1.06 -1.41 -0.141
C -1.73 2.34 -1.93 -0.214
F -1.98 3.41 -1.14 0.090
C -1.45 2.60 -3.26 -0.135
F -1.44 3.86 -3.72 0.109
C -1.21 1.55 -4.12 -0.142
F -0.97 1.79 -5.41 0.124
C -1.22 0.26 -3.64 -0.164
F -1.01 -0.77 -4.47 0.115
Ge -2.05 0.68 0.50 0.608
S -0.26 0.36 1.57 0.177
C -3.30 -0.91 0.62 -0.109
C -3.40 -1.60 1.82 -0.242
F -2.77 -1.16 2.92 0.067
C -4.15 -2.75 1.98 -0.146
F -4.21 -3.39 3.16 0.102
C -4.86 -3.25 0.90 -0.142
F -5.60 -4.36 1.04 0.108
C -4.82 -2.58 -0.30 -0.142
F -5.53 -3.04 -1.34 0.105
C -4.05 -1.43 -0.42 -0.227
F -4.10 -0.82 -1.61 0.097
C -3.27 2.12 1.16 -0.110
C -4.51 2.31 0.57 -0.226
F -4.87 1.55 -0.48 0.089
C -5.41 3.27 0.98 -0.145
F -6.60 3.41 0.37 0.100
C -5.08 4.09 2.04 -0.140
F -5.95 5.02 2.47 0.108
C -3.86 3.94 2.66 -0.140
F -3.55 4.74 3.69 0.112
C -2.97 2.97 2.22 -0.225
F -1.82 2.88 2.87 0.082

74
Properties=species:S:1:pos:R:3:lowdin_charge:R:1 method="wB97M-V/def2-TZVPD" fmax_ev_per_a=0.78 charge=0 homo_ev=-7.831 relative_energy_ev=0.405
Pb -0.05 0.60 -0.24 1.592
Cl -4.61 2.98 0.22 0.720
C -3.10 3.82 0.13 -0.570
C -3.10 5.22 0.04 -0.120
C -1.94 5.92 0.00 -0.609
Cl -1.99 7.66 -0.11 0.685
C -0.70 5.25 0.04 -0.170
C 0.56 5.89 0.03 -0.012
C 1.71 5.14 0.09 -0.042
C 1.60 3.74 0.16 -0.124
N 0.45 3.12 0.16 0.007
C -0.71 3.84 0.12 -0.150
C -1.92 3.08 0.16 -0.395
O -1.91 1.77 0.25 -0.312
H -4.05 5.73 0.01 0.107
H 0.61 6.97 -0.03 0.094
H 2.68 5.61 0.09 0.106
H 2.49 3.12 0.20 0.108
C -0.05 0.73 3.45 -0.140
N 0.40 -0.15 2.35 0.035
C 1.21 -1.06 2.61 -0.059
C 1.65 -2.06 1.57 -0.439
C 1.45 -3.48 2.06 0.035
C 0.64 -4.08 1.20 0.023
C 0.32 -3.08 0.16 -0.063
N 0.89 -1.95 0.34 0.065
C -1.45 0.38 3.88 -0.213
C -2.53 0.52 3.01 -0.020
C -3.81 0.20 3.43 -0.061
C -4.03 -0.25 4.73 -0.085
C -2.96 -0.38 5.60 -0.087
C -1.67 -0.07 5.18 -0.052
H 0.00 1.76 3.09 0.123
H 0.63 0.64 4.31 0.112
H 1.63 -1.22 3.61 0.152
H 1.91 -3.87 2.96 0.127
H 0.27 -5.10 1.23 0.115
H -0.34 -3.24 -0.69 0.104
H -2.37 0.88 2.00 0.080
H -4.64 0.31 2.74 0.105
H -5.03 -0.49 5.06 0.102
H -3.12 -0.72 6.62 0.101
H -0.84 -0.17 5.86 0.106
F 0.75 -0.17 -5.23 0.146
C 0.14 -1.16 -4.58 -0.694
F 1.01 -1.72 -3.74 0.131
F -0.29 -2.06 -5.45 0.157
S -1.27 -0.44 -3.64 0.601
O -0.61 0.53 -2.76 -0.438
O -2.19 0.08 -4.60 -0.239
N -1.74 -1.76 -2.92 -0.278
S -2.47 -1.89 -1.54 0.588
O -1.75 -1.27 -0.44 -0.434
O -2.88 -3.24 -1.34 -0.252
C -4.02 -0.90 -1.68 -0.690
F -4.72 -1.04 -0.56 0.153
F -3.72 0.38 -1.86 0.136
F -4.74 -1.33 -2.71 0.161
O 3.05 -1.89 1.33 0.076
C 3.43 -0.77 0.68 -0.399
O 2.69 0.14 0.41 0.025
C 4.88 -0.83 0.31 -0.104
C 5.76 -1.69 0.95 0.014
C 7.10 -1.68 0.60 0.021
C 7.52 -0.82 -0.39 -0.128
C 6.66 0.03 -1.06 0.024
C 5.32 0.03 -0.70 0.018
N 8.96 -0.80 -0.76 -0.350
O 9.68 -1.59 -0.20 0.087
O 9.32 0.02 -1.57 0.089
H 5.40 -2.36 1.71 0.124
H 7.82 -2.33 1.08 0.125
H 7.04 0.68 -1.83 0.125
H 4.61 0.68 -1.19 0.126